(1)
{"formula": "C41H42AsCoN11O", "method": "wB97M-V/def2-TZVPD", "symbols": ["H", "O", "H", "C", "H", "N", "H", "H", "H", "H", "N", "C", "C", "H", "N", "C", "Co", "H", "C", "C", "C", "H", "H", "H", "C", "H", "N", "C", "N", "C", "C", "H", "N", "H", "C", "H", "H", "H", "C", "H", "H", "C", "C", "C", "N", "N", "N", "C", "C", "C", "C", "C", "H", "C", "H", "H", "H", "H", "H", "C", "H", "H", "C", "C", "H", "H", "N", "H", "H", "H", "As", "C", "C", "C", "H", "C", "C", "H", "C", "C", "H", "H", "C", "C", "C", "H", "N", "H", "C", "H", "H", "C", "C", "H", "C", "C", "C"], "xyz": [[0.63696, 4.46072, -3.09465], [2.93969, -0.54147, 3.17016], [-3.86060, 2.25356, -4.60773], [3.14149, 2.52154, 5.26030], [3.01207, -2.12090, -1.23851], [4.05533, -1.69331, 4.69567], [-0.70063, 3.17831, -5.57372], [1.85119, 0.39547, -4.12856], [3.57635, -4.53979, 4.05423], [0.77560, 1.94978, -0.05844], [-3.24000, 0.31170, -1.93700], [0.87582, 0.80249, -4.41916], [2.30665, 2.18796, 3.01938], [-4.44092, -4.14608, 1.79896], [-1.31254, 3.36614, 1.96309], [3.44172, -1.76538, 3.56125], [-2.11154, -0.10131, -0.25264], [2.98296, 2.45894, -3.42904], [2.92482, 1.67691, 4.18545], [-4.29994, -0.55624, -2.06065], [-1.98710, 2.43402, 1.38608], [2.37765, 3.62231, -1.15896], [2.70991, -1.53939, 1.17760], [-6.11108, -4.32172, 0.02091], [-5.14066, -0.57136, -3.17890], [1.19351, -0.48266, -1.13815], [-1.26535, 1.59590, 0.54659], [2.85067, -2.57021, 1.38465], [0.11149, -3.49954, -1.11529], [0.52936, 3.71098, -3.89079], [-0.96701, -2.77511, -1.11337], [1.89995, 5.46154, 3.97766], [3.96520, -0.38125, 5.16935], [-0.75656, 4.85246, -5.23844], [-0.07086, 2.19078, 0.58385], [3.98465, 3.10576, -1.22853], [0.30829, -1.14849, 4.25286], [-2.95075, -3.73248, 3.28688], [-0.78684, -0.76554, 2.52995], [-1.93584, -3.20920, -1.06820], [0.95460, 1.45880, -5.27821], [-3.09399, 1.31039, -2.84058], [3.44047, -4.22531, 3.01559], [-0.69646, 3.86033, -4.76252], [1.10511, -2.59116, -1.14033], [-0.07759, 3.23497, 1.41487], [-0.72233, -1.44486, -1.01330], [2.16035, 4.37659, 4.00039], [2.70629, -3.53032, 0.41341], [2.95466, -4.89001, 0.71762], [2.71502, 3.86541, 5.14116], [-3.96924, 1.41421, -3.93476], [2.63731, -3.83777, -1.71204], [-4.53127, -1.53410, -0.96664], [2.11397, 1.51591, 2.16093], [-6.02371, -1.23727, -3.32034], [1.66322, 4.05146, 0.85560], [0.57857, -0.93726, -5.46353], [2.76341, 4.51501, 5.96200], [-5.48822, -3.44058, 0.05158], [-0.10801, -1.04869, -3.74131], [2.73495, 2.11848, -0.38494], [1.88162, 3.51768, 2.95706], [-0.46425, -1.48888, 3.62177], [0.80774, 5.06955, 1.87312], [-1.14495, -3.22952, 4.77598], [-3.64501, -1.39002, 0.03687], [-2.36558, 2.06685, -2.54323], [2.94308, -5.68531, -0.00998], [-0.25521, 0.14571, 2.25296], [0.60429, 1.96094, -2.91735], [3.24119, -2.90488, 2.66491], [-4.89940, 0.44000, -4.12152], [-1.28320, -2.56319, 3.92474], [-6.15297, -2.61129, -1.77770], [-0.02097, -0.42650, -4.68897], [-2.59635, -2.05419, 2.01633], [3.00754, 0.98137, -2.57774], [2.58839, 1.98890, -2.54488], [2.96064, 2.72122, -1.28685], [-0.97983, -0.17681, -5.12102], [-1.58829, 3.75235, -4.17239], [2.50746, -3.02510, -0.99461], [-2.34479, -2.85730, 3.10649], [0.60683, -1.36480, -1.08536], [-5.46764, 0.37580, -5.05530], [-1.78643, -1.03594, 1.69843], [-2.98156, 2.22009, 1.67782], [1.11039, 4.05582, 1.75512], [3.43072, -6.28605, 2.39178], [1.38114, 3.74042, -4.66817], [3.29066, -5.21275, 2.02698], [-4.49175, -3.38940, 1.03341], [3.61846, 2.12348, 6.16238], [-5.50708, -2.52974, -0.95185], [3.32830, 0.26746, 4.23052], [-3.66340, -2.27601, 1.04150]], "forces_ev_per_a": [[0.0, 0.1, -0.6], [0.6, 0.1, 1.2], [0.0, -0.1, -0.1], [-0.3, 0.8, 0.1], [1.2, 0.3, -0.1], [-0.3, -0.3, 0.0], [0.0, -1.0, -0.7], [0.0, 0.1, -0.8], [0.4, 0.3, -0.4], [-0.3, 0.0, 0.5], [-1.2, 0.0, -0.6], [-0.1, -1.0, 0.1], [-0.4, -0.2, 0.0], [0.0, 0.0, 0.0], [0.9, 0.8, -0.1], [0.2, 0.5, 0.9], [0.6, 0.3, -0.1], [0.3, 0.4, -0.3], [-0.1, 0.2, -1.0], [-0.4, -0.1, -1.0], [0.0, -1.5, 0.1], [-0.4, 0.4, -0.2], [-0.1, 0.7, -0.4], [-0.4, 0.1, 0.0], [0.3, 0.9, 0.2], [0.3, 0.6, 0.1], [0.1, 1.8, 0.5], [0.1, -0.8, 0.1], [0.4, -0.3, -0.6], [1.5, -0.6, -1.1], [0.3, 0.2, 0.8], [0.1, -1.1, -0.1], [-0.7, 0.2, -1.8], [0.2, -0.2, 0.3], [0.3, -0.1, -0.5], [0.0, -0.6, -0.1], [0.9, 0.1, 0.6], [-0.1, 0.1, 0.2], [0.2, 1.7, -1.6], [-0.6, -0.2, -0.1], [0.3, -0.2, -0.3], [-1.2, -0.6, 0.9], [-0.5, -0.9, 0.0], [-0.3, 1.3, 0.7], [-0.3, -0.4, 0.1], [0.2, -0.4, -0.2], [0.2, 0.5, -0.5], [-0.5, 0.9, 0.0], [1.0, -0.6, -0.5], [0.1, 0.8, 0.5], [0.7, -1.5, 0.3], [1.6, 0.6, 0.7], [0.3, 0.4, -0.1], [0.9, 0.6, 0.6], [0.2, 0.4, 0.6], [1.1, 0.5, 0.3], [1.0, -0.2, -0.9], [-0.7, -0.5, 0.4], [0.5, 0.7, 1.2], [0.9, -1.5, 0.9], [-0.1, 0.6, -1.4], [0.5, 0.1, -0.3], [-0.1, -0.3, -0.9], [-0.8, -0.7, 0.9], [-0.5, 0.7, 0.5], [0.3, 0.4, -0.1], [-1.6, -0.9, -0.3], [0.0, -0.3, -0.5], [-0.2, 0.1, -0.3], [0.3, -0.3, 0.3], [0.3, 0.7, 0.4], [0.0, 0.7, 0.4], [-1.2, -1.4, -0.9], [0.2, -0.8, 0.6], [-0.9, -0.2, -0.7], [1.3, 0.1, 0.5], [0.7, 0.1, -0.3], [-0.2, -0.1, 0.2], [-0.5, 0.0, -0.1], [0.1, 0.2, 0.9], [-0.4, 0.0, 0.2], [-0.7, -0.1, 0.1], [-1.8, -1.1, 0.0], [-0.5, -0.3, -0.2], [-0.6, -0.7, 0.2], [0.0, 0.4, 0.4], [-0.3, -0.1, 0.6], [-0.9, 0.0, 0.0], [-0.5, -1.1, 0.5], [-0.2, 1.6, -1.0], [-0.6, 0.1, 1.7], [0.1, -1.1, 1.3], [-0.8, 0.9, -0.1], [-0.3, 0.3, -0.3], [1.0, 1.2, -0.4], [0.0, -0.6, 0.3], [0.2, -0.6, -0.3]], "multiplicity": 4, "charge": 2, "orbital_gap_ev": [6.981, 6.729], "largest_force_ev_per_a": 2.30, "homo_ha": [-0.4750, -0.4750]}



(2)
{"formula": "C18H15BrN5PtS", "method": "wB97M-V/def2-TZVPD", "symbols": ["H", "C", "Pt", "C", "Br", "N", "N", "C", "C", "H", "C", "C", "N", "H", "H", "N", "H", "C", "C", "C", "C", "H", "C", "H", "H", "C", "C", "C", "H", "N", "H", "C", "H", "H", "H", "C", "C", "S", "H", "H", "C"], "xyz": [[-4.90270, 1.96150, -0.33190], [1.83430, 2.07370, -1.15360], [-0.22690, 0.30650, 0.00550], [-4.30440, -1.35160, 0.06460], [-6.92650, -0.20620, 0.08590], [0.80960, 2.06780, 0.91790], [0.58250, 2.35540, 2.16890], [1.64200, 0.06580, -2.31640], [2.19340, 4.01790, 0.50550], [3.11110, 2.38660, -4.27060], [4.12410, 5.38420, 0.93270], [2.65110, 1.93730, -3.40310], [-2.27820, -0.13140, -0.20910], [2.39580, -0.00950, -4.31030], [4.20970, 3.34900, 0.25070], [-0.25300, 1.77840, 4.19990], [1.28220, 7.08520, 1.60380], [2.46190, 2.67420, -2.24890], [-2.92580, -1.28170, -0.01380], [-4.36730, 1.02760, -0.25070], [1.58980, 2.73360, 0.11500], [2.77700, 3.70590, -2.18580], [3.29570, 6.43350, 1.30010], [-0.57820, 1.07940, 4.84350], [0.06860, 2.66440, 4.55400], [3.57640, 4.18260, 0.51720], [-2.99090, 0.99720, -0.33070], [0.01150, 1.45360, 2.93120], [-4.79670, -2.29850, 0.22560], [1.41840, 0.78240, -1.21590], [3.71720, 7.37490, 1.61680], [2.24310, 0.60480, -3.43740], [5.19700, 5.50360, 0.97620], [0.29570, 4.92570, 0.92820], [-2.32030, -2.17350, 0.08450], [1.36620, 5.06330, 0.91270], [1.91950, 6.27000, 1.29660], [-0.38960, -0.16050, 2.43460], [1.33470, -0.97510, -2.28630], [-2.43220, 1.91650, -0.49350], [-5.04150, -0.17580, -0.04580]], "forces_ev_per_a": [[0.0, 0.0, 0.0], [0.2, -0.4, -0.8], [0.7, 1.4, 3.2], [-0.2, 0.3, 0.0], [0.4, 0.0, 0.0], [0.2, -2.5, -1.7], [0.0, 1.5, 1.4], [0.2, -0.1, -0.4], [0.0, 0.2, 0.0], [0.0, 0.0, 0.0], [0.1, 0.1, -0.1], [-0.2, -0.4, 0.0], [0.2, -0.2, -0.3], [0.0, 0.0, -0.1], [0.1, 0.0, -0.1], [0.1, 0.1, 0.1], [-0.1, 0.1, 0.0], [-0.1, -0.1, 0.5], [-0.1, -0.2, 0.0], [-0.2, -0.4, 0.1], [-0.7, 0.1, 1.3], [0.0, 0.0, 0.1], [0.0, -0.1, 0.1], [-0.1, 0.0, 0.0], [0.1, 0.0, 0.0], [-0.2, -0.1, 0.1], [-0.2, 0.3, -0.1], [0.1, 0.0, -0.7], [0.0, 0.0, 0.0], [-0.2, 0.3, -1.0], [0.1, 0.1, 0.0], [0.3, 0.2, 0.1], [0.0, 0.0, 0.0], [-0.1, 0.0, 0.0], [0.0, 0.1, 0.0], [0.1, -0.1, -0.1], [0.0, 0.0, 0.0], [-0.5, -0.1, -1.4], [-0.1, 0.2, 0.0], [-0.1, -0.2, 0.0], [0.1, 0.0, 0.0]], "multiplicity": 1, "charge": 1, "orbital_gap_ev": [6.380, 6.581], "largest_force_ev_per_a": 3.51, "homo_ha": [-0.4048, -0.4036]}